(1)
Molecular formula: C22H32N3O2
Method: DFT, ωB97M-V/def2-TZVPD

Values from the calculation:
E_LUMO	-2.4	eV
ΔE to the lowest compared entry with this formula, charge and spin	1.243	eV
total charge	+1

Each line ends with the Mulliken charge.
CARTESIAN COORDINATES (ANGSTROEM)
1 C -0.5262 -2.7652 1.5830  -1.584
2 C 0.8389 -2.6044 0.8905  2.290
3 C 1.7875 -1.9891 1.9226  -1.908
4 C 1.3853 -3.9926 0.5198  -1.819
5 C 0.6869 -1.8172 -0.4128  0.161
6 C -0.2862 -2.2629 -1.3056  -1.154
7 C -0.5009 -1.6863 -2.5452  -0.670
8 C 0.2856 -0.6193 -2.9339  -1.154
9 C 1.2680 -0.1542 -2.0797  -0.512
10 C 1.4915 -0.7358 -0.8322  1.720
11 O 2.4489 -0.2821 0.0218  -0.202
12 C 3.5139 0.5390 -0.3958  -0.961
13 C 3.4601 1.9582 0.2091  0.079
14 O 3.3724 1.9146 1.6151  -0.601
15 C 2.3277 2.8495 -0.3248  -1.185
16 N 1.0121 2.2418 -0.2549  0.688
17 C 0.5161 2.0817 1.0969  -1.271
18 C -0.6958 1.1648 1.0639  0.059
19 N -1.7530 1.7735 0.2165  0.248
20 C -2.9977 0.9969 0.2048  -0.621
21 C -3.0627 -0.3008 -0.2646  0.470
22 C -4.3088 -0.9166 -0.2115  -0.929
23 C -5.3943 -0.2185 0.2940  -0.407
24 C -5.2007 1.0839 0.7352  -0.521
25 N -4.0186 1.6753 0.6889  -0.556
26 C -1.2261 2.0399 -1.1438  -0.091
27 C 0.0167 2.9213 -1.0564  -1.104
28 H -0.9392 -1.7972 1.8636  0.246
29 H -0.4000 -3.3501 2.4904  0.536
30 H -1.2518 -3.2830 0.9634  0.337
31 H 1.5005 -0.9725 2.1771  0.197
32 H 1.7559 -2.5892 2.8298  0.564
33 H 2.8102 -1.9844 1.5627  0.292
34 H 1.5267 -4.5893 1.4174  0.489
35 H 0.7076 -4.5252 -0.1418  0.342
36 H 2.3448 -3.8964 0.0169  0.402
37 H -0.8893 -3.1164 -1.0387  0.484
38 H -1.2620 -2.0784 -3.2018  0.408
39 H 0.1483 -0.1549 -3.8986  0.442
40 H 1.8691 0.6811 -2.3976  0.299
41 H 4.4243 0.0563 -0.0129  0.457
42 H 3.6044 0.6008 -1.4817  0.370
43 H 4.4016 2.4533 -0.0850  0.475
44 H 4.0835 1.3655 1.9643  0.386
45 H 2.3685 3.7943 0.2394  0.277
46 H 2.5407 3.0674 -1.3731  0.538
47 H 1.3016 1.6277 1.7004  0.461
48 H 0.2504 3.0520 1.5558  0.375
49 H -0.4106 0.2083 0.6211  -0.364
50 H -1.0974 1.0083 2.0664  0.642
51 H -2.0180 2.6765 0.6387  0.549
52 H -2.2001 -0.8194 -0.6543  0.659
53 H -4.4222 -1.9299 -0.5634  0.464
54 H -6.3703 -0.6717 0.3459  0.417
55 H -6.0056 1.6797 1.1392  0.454
56 H -0.9558 1.0848 -1.6006  0.012
57 H -2.0063 2.5234 -1.7345  0.506
58 H 0.4017 3.0714 -2.0661  0.521
59 H -0.2515 3.9120 -0.6434  0.302

=====

(2)
Molecular formula: C22H32N4O2
Method: DFT, ωB97M-V/def2-TZVPD

Values from the calculation:
E_LUMO	0.7	eV
ΔE to the lowest compared entry with this formula, charge and spin	0.571	eV

Each line ends with the Mulliken charge.
CARTESIAN COORDINATES (ANGSTROEM)
1 C -3.6798 -4.2762 -1.4385  -1.334
2 C -3.5362 -3.0435 -0.6162  -0.205
3 C -2.4833 -2.6256 0.0889  0.653
4 C -1.1814 -3.3535 0.2240  -1.328
5 C -2.6366 -1.3244 0.8062  0.563
6 O -3.7358 -0.8032 0.9737  -0.805
7 N -1.5000 -0.7700 1.2655  0.054
8 C -1.5070 0.5284 1.9012  -0.074
9 C -0.1090 1.1445 1.9128  -1.317
10 N 0.4845 1.2824 0.6015  0.979
11 C 1.2508 0.2842 0.0945  -0.257
12 N 1.1956 -0.9867 0.2348  -0.447
13 C 2.3331 -1.5106 -0.5099  -1.305
14 C 3.2204 -0.2867 -0.8935  0.013
15 C 4.5074 -0.1337 -0.0577  0.325
16 C 5.5300 -1.1910 -0.4670  -1.590
17 C 4.2487 -0.1914 1.4470  -1.355
18 N 2.2610 0.7829 -0.6939  0.085
19 C 2.4239 2.1881 -0.4158  -1.061
20 C 0.9961 2.5425 0.0675  -0.203
21 C 0.1414 3.0244 -1.1310  -1.587
22 C -1.3143 2.7378 -0.9081  0.087
23 C -1.8545 1.5494 -1.3835  0.023
24 C -3.1479 1.1861 -1.0734  -0.433
25 C -3.9237 1.9985 -0.2487  0.158
26 O -5.1457 1.6061 0.1847  -0.622
27 C -3.4189 3.2324 0.1549  -0.650
28 C -2.1237 3.5900 -0.1696  -0.410
29 H -4.4983 -4.8813 -1.0485  0.293
30 H -2.7767 -4.8788 -1.4545  0.348
31 H -3.9350 -4.0053 -2.4631  0.290
32 H -4.4167 -2.4118 -0.5959  0.405
33 H -1.2391 -4.3439 -0.2177  0.414
34 H -0.9233 -3.4627 1.2761  0.356
35 H -0.3757 -2.8050 -0.2615  0.057
36 H -0.5904 -1.1231 0.9780  0.328
37 H -1.8493 0.4270 2.9396  0.551
38 H -2.2137 1.1804 1.3824  -0.269
39 H -0.1721 2.1346 2.3702  0.601
40 H 0.5419 0.5095 2.5297  0.197
41 H 2.8613 -2.2458 0.0983  0.556
42 H 1.9696 -2.0189 -1.4096  0.323
43 H 3.5054 -0.3293 -1.9522  0.453
44 H 4.9251 0.8520 -0.3002  0.436
45 H 5.1516 -2.1911 -0.2697  0.316
46 H 6.4521 -1.0578 0.0938  0.427
47 H 5.7588 -1.1143 -1.5276  0.421
48 H 5.1633 0.0392 1.9895  0.489
49 H 3.9163 -1.1815 1.7478  0.272
50 H 3.4855 0.5234 1.7470  0.248
51 H 2.7005 2.7455 -1.3138  0.389
52 H 3.1775 2.3824 0.3617  0.414
53 H 0.9976 3.3046 0.8520  0.685
54 H 0.3176 4.0916 -1.2761  0.526
55 H 0.4715 2.4905 -2.0234  0.503
56 H -1.2460 0.8892 -1.9845  0.354
57 H -3.5513 0.2486 -1.4263  0.472
58 H -5.1323 0.6396 0.2725  0.369
59 H -4.0408 3.8768 0.7562  0.412
60 H -1.7298 4.5344 0.1792  0.406

=====

(3)
Molecular formula: C22H32N4O2
Method: DFT, ωB97M-V/def2-TZVPD

Values from the calculation:
E_LUMO	0.7	eV
ΔE to the lowest compared entry with this formula, charge and spin	1.150	eV

Each line ends with the Mulliken charge.
CARTESIAN COORDINATES (ANGSTROEM)
1 C -0.4234 2.0776 -0.1299  -0.344
2 C 0.4720 2.0805 -1.3654  -0.753
3 N 1.7126 1.3930 -1.1223  1.047
4 N 2.8536 2.0612 -1.0463  -1.181
5 C 3.8071 1.1708 -0.8101  0.560
6 C 5.2384 1.5499 -0.6466  -1.189
7 C 5.5539 2.0949 0.7600  0.643
8 C 4.8881 3.4506 0.9717  -1.359
9 C 5.1230 1.1064 1.8411  -1.402
10 C 3.2479 -0.1130 -0.7125  -0.285
11 C 1.8878 0.0682 -0.9059  -0.049
12 C 0.7586 -0.8817 -1.0199  0.349
13 O 0.0251 -0.8634 -1.9955  -0.687
14 N 0.5961 -1.7712 -0.0100  0.210
15 C 1.3355 -1.8077 1.2277  -0.362
16 C 0.4172 -1.4807 2.4072  -0.595
17 C -0.7861 -2.4208 2.4188  -1.521
18 C -1.5274 -2.3717 1.0794  -0.225
19 N -2.1281 -1.0729 0.8895  0.130
20 C -3.2633 -0.8542 0.1309  0.485
21 C -3.9320 0.3674 0.2620  -0.317
22 C -5.0405 0.6566 -0.4987  -0.785
23 C -5.5303 -0.2689 -1.4198  0.801
24 O -6.6437 0.1147 -2.1219  -0.470
25 C -7.1659 -0.7767 -3.0727  -0.825
26 C -4.8766 -1.4844 -1.5549  -0.750
27 C -3.7568 -1.7715 -0.7907  -0.677
28 C -0.5279 -2.6771 -0.0554  -1.257
29 H -0.7417 1.0627 0.0968  -0.232
30 H 0.1061 2.4918 0.7264  0.321
31 H -1.3094 2.6769 -0.3195  0.430
32 H -0.0450 1.5889 -2.1938  0.321
33 H 0.7391 3.1003 -1.6488  0.385
34 H 5.8550 0.6688 -0.8372  0.328
35 H 5.4889 2.3167 -1.3813  0.385
36 H 6.6408 2.2234 0.8245  0.339
37 H 5.0523 3.8036 1.9876  0.404
38 H 5.2936 4.1855 0.2807  0.348
39 H 3.8191 3.3732 0.7913  0.243
40 H 5.5613 0.1263 1.6645  0.326
41 H 5.4420 1.4533 2.8217  0.473
42 H 4.0399 1.0040 1.8505  0.187
43 H 3.7682 -1.0371 -0.5576  0.550
44 H 2.1577 -1.0948 1.1890  0.140
45 H 1.7506 -2.8157 1.3553  0.265
46 H 0.9768 -1.5762 3.3387  0.442
47 H 0.0864 -0.4441 2.3181  0.232
48 H -1.4677 -2.1556 3.2304  0.432
49 H -0.4440 -3.4433 2.5917  0.453
50 H -2.3032 -3.1536 1.0693  0.398
51 H -2.0307 -0.4367 1.6656  0.343
52 H -3.5683 1.0957 0.9740  0.363
53 H -5.5526 1.6001 -0.3948  0.415
54 H -6.4380 -0.9990 -3.8605  0.330
55 H -8.0258 -0.2719 -3.5110  0.234
56 H -7.4958 -1.7137 -2.6103  0.325
57 H -5.2220 -2.2278 -2.2562  0.379
58 H -3.2749 -2.7261 -0.9286  0.238
59 H -1.0036 -2.5432 -1.0279  0.607
60 H -0.1698 -3.7085 0.0417  0.403

=====

HOMO-LUMO gap across the listed records, respectively: 8.83 8.74 8.08 eV.
DFT total energy across the listed records, respectively: -1172.029933 -1227.053681 -1227.032409 a.u..